72
Properties=species:S:1:pos:R:3:mulliken_charge:R:1 method="wB97M-V/def2-TZVPD" total_charge=-1
O -2.360 3.165 -1.462 -0.222
C -3.751 2.718 -1.782 -0.402
C -4.380 4.042 -2.085 -0.934
H -4.275 2.286 -0.923 0.271
H -3.705 1.985 -2.592 0.469
C -2.909 4.494 -1.844 1.514
H -5.085 4.255 -1.263 0.310
H -4.875 4.184 -3.061 0.317
C -2.810 5.439 -0.673 -1.689
H -3.286 4.964 0.174 0.370
H -3.318 6.391 -0.843 0.366
H -1.764 5.596 -0.391 0.350
C -2.211 5.023 -3.108 -1.713
H -2.346 4.368 -3.987 0.378
H -1.140 5.232 -2.918 0.333
H -2.620 6.002 -3.420 0.388
Ca 0.648 1.015 -0.985 1.217
C 3.159 -1.029 -1.485 -0.087
C 2.194 -2.047 -1.461 -0.097
C 1.092 -1.681 -2.259 -0.622
H 2.311 -2.981 -0.908 0.366
C 1.410 -0.441 -2.896 -1.298
C 2.661 0.005 -2.336 -0.806
H 3.219 0.910 -2.623 0.399
H 4.136 -1.053 -1.011 0.444
H 0.220 -2.287 -2.453 0.471
H 0.823 0.075 -3.673 0.576
C 2.828 1.013 1.392 0.089
C 2.697 2.067 0.426 -0.775
C 1.428 2.713 0.651 -1.418
H 3.468 2.339 -0.299 0.370
C 0.735 1.954 1.655 -0.588
C 1.615 0.918 2.103 -0.244
H 1.410 0.194 2.878 0.499
H 3.725 0.429 1.582 0.482
H 1.038 3.613 0.148 0.543
H -0.187 2.268 2.146 0.432
O -4.249 0.727 0.439 -0.538
C -2.786 0.704 0.222 -0.455
C -2.504 -0.063 -1.151 0.352
H -2.221 0.213 1.056 0.373
H -2.469 1.761 0.206 0.311
C -3.702 -1.080 -1.197 -0.780
H -1.533 -0.578 -1.261 -0.237
H -2.588 0.723 -1.936 0.176
C -4.763 -0.487 -0.205 -0.595
H -3.422 -2.071 -0.791 0.243
H -4.071 -1.150 -2.240 0.327
H -4.951 -1.235 0.570 0.397
H -5.699 -0.295 -0.727 0.286
C 5.308 -3.514 3.034 -1.097
N 4.133 -3.528 2.215 0.297
C 4.008 -4.531 1.198 -0.951
C 3.336 -2.306 2.112 -0.550
C 1.883 -2.630 2.058 0.069
C 1.439 -3.682 2.908 -0.547
C 0.121 -4.118 2.799 -0.681
C -0.762 -3.458 1.929 -0.584
C -0.327 -2.364 1.112 -0.804
C 0.968 -1.998 1.252 1.061
H 6.182 -3.808 2.434 0.358
H 5.204 -4.237 3.861 0.245
H 5.429 -2.506 3.457 0.339
H 3.055 -5.086 1.273 0.248
H 4.044 -4.091 0.181 0.216
H 4.829 -5.253 1.333 0.445
H 3.558 -1.688 3.000 0.483
H 3.627 -1.737 1.215 -0.502
H 2.157 -4.158 3.583 0.303
H -0.213 -4.964 3.400 0.335
H -1.798 -3.786 1.824 0.290
H -1.017 -1.864 0.422 0.106

21
Properties=species:S:1:pos:R:3:nbo_charge:R:1 method="wB97M-V/def2-TZVPD" total_charge=0
C -2.701 -1.364 0.403 -0.604
C 0.264 -1.525 0.082 -0.650
C 3.041 1.680 0.231 -0.241
C -1.906 -0.353 -0.404 -0.435
C -0.555 -0.280 0.316 -0.338
O 1.844 1.035 0.417 -0.818
P 0.573 1.244 -0.633 1.340
S 1.303 1.114 -2.435 -0.544
Cl -0.143 3.026 -0.191 -0.232
H -2.250 -2.288 0.464 0.207
H -2.737 -0.859 1.317 0.207
H -3.776 -1.694 0.018 0.213
H -0.301 -2.367 -0.453 0.211
H 1.165 -1.307 -0.441 0.241
H 0.505 -1.978 1.026 0.217
H 3.230 2.322 1.129 0.170
H 3.070 2.407 -0.463 0.188
H 3.842 1.036 0.140 0.186
H -2.266 0.715 -0.396 0.211
H -1.822 -0.549 -1.497 0.228
H -0.380 -0.018 1.371 0.243

| no. | total energy (hartree) | gap between HOMO and LUMO (eV) | lowest unoccupied orbital energy (eV) |
| --- | --- | --- | --- |
| 1 | -1973.55731 | 3.7 | 2.006 |
| 2 | -1472.67833 | 9.5 | 0.490 |